[1]
Entry from the OMol25 dataset: a structure of composition C46H60NO2P3ReSi in a non-equilibrium geometry (the ωB97M-V functional and the def2-TZVPD basis).

```
114
Properties=species:S:1:pos:R:3:forces:R:3
Re -0.181430 0.059015 0.764000 -0.133 1.272 0.056
C 0.242999 4.162912 0.732392 0.015 -0.034 0.046
C -0.465016 3.467872 -0.441054 0.341 0.312 -0.048
C -1.131190 4.438309 -1.416783 0.001 0.092 0.049
P 0.628174 2.120729 -1.066542 -0.510 -0.724 -0.039
C 2.226795 2.934480 -1.697236 0.258 -0.041 0.390
C 3.440324 3.019897 -0.769359 0.016 0.151 -0.109
C 1.985174 4.338939 -2.265158 -0.027 -0.033 -0.139
C 0.074066 1.426793 -2.663816 -0.061 0.336 -0.325
C -0.218776 2.238905 -3.766555 -0.083 -0.092 0.080
C -0.500614 1.679497 -5.004613 0.003 0.039 0.058
C -0.492343 0.301139 -5.161449 0.007 -0.020 -0.004
C -0.206151 -0.509800 -4.073514 -0.014 0.121 0.063
C 0.099139 0.038244 -2.820796 -0.036 0.028 -0.394
Si 0.525816 -1.035774 -1.367232 0.247 -0.411 0.561
C -0.341071 -2.681692 -1.589367 0.042 -0.322 -0.304
C -0.043251 -3.576782 -2.629514 0.006 -0.015 0.066
C -0.716088 -4.779034 -2.762167 0.030 0.028 -0.021
C -1.707458 -5.123778 -1.849367 -0.029 0.000 0.043
C -1.997753 -4.273497 -0.798849 -0.013 -0.002 -0.033
C -1.308089 -3.061274 -0.667546 -0.293 -0.152 -0.071
P -1.591757 -2.007453 0.766733 0.431 -0.038 -0.418
C -3.425858 -2.014167 0.985305 -0.066 0.267 -0.008
C -3.892214 -1.227792 2.210795 -0.037 -0.084 0.052
C -4.299064 -1.721319 -0.236100 -0.047 -0.072 0.061
C -1.005930 -3.020047 2.205337 0.060 -0.078 -0.006
C 0.267546 -3.769416 1.799099 -0.098 -0.114 0.052
C -2.014332 -4.022845 2.770645 0.013 -0.034 0.098
C 2.331545 -1.465884 -1.250892 0.322 0.093 -0.235
C 3.024683 -1.956910 -2.364191 0.007 0.012 0.043
C 4.270896 -2.547755 -2.228560 -0.015 0.003 -0.011
C 4.834599 -2.680556 -0.965152 -0.010 -0.008 0.000
C 4.186507 -2.156609 0.141157 -0.034 0.041 -0.035
C 2.951829 -1.513260 0.001893 0.197 -0.190 0.090
P 2.185446 -0.613349 1.385018 -0.205 0.037 0.000
C 2.517715 -1.557297 2.954053 -0.112 0.105 0.088
C 1.499744 -1.212035 4.051277 0.109 0.009 0.028
C 3.918662 -1.436298 3.569368 -0.010 -0.104 0.020
C 3.142422 0.963012 1.486584 0.127 -0.181 0.419
C 2.888380 1.801478 2.749628 -0.024 -0.013 -0.016
C 4.648977 0.836097 1.240622 -0.021 0.028 0.006
H -0.475377 4.780863 1.274785 0.006 -0.002 -0.024
H 1.052489 4.814566 0.408908 -0.006 0.001 -0.004
H 0.660387 3.442025 1.445296 -0.025 0.045 -0.057
H -1.263611 2.902978 -0.011251 -0.328 -0.099 0.117
H -0.438506 5.135568 -1.880876 -0.052 -0.017 0.014
H -1.851857 5.031458 -0.847237 0.023 -0.009 -0.020
H -1.687426 3.914233 -2.193846 -0.008 -0.002 0.031
H 2.478688 2.271017 -2.523215 0.021 -0.080 -0.071
H 3.186567 3.403328 0.221400 0.043 0.024 -0.061
H 4.159562 3.715971 -1.205564 -0.045 -0.031 -0.018
H 3.943886 2.066393 -0.673527 0.011 0.033 -0.045
H 1.794955 5.072869 -1.484467 0.024 -0.030 -0.005
H 1.195893 4.401903 -3.004593 -0.010 -0.015 -0.018
H 2.909913 4.632361 -2.766053 -0.044 -0.001 0.009
H -0.252501 3.312073 -3.673071 -0.004 0.002 -0.011
H -0.729234 2.325095 -5.843559 0.008 -0.025 0.028
H -0.704420 -0.141019 -6.127927 -0.019 0.031 0.057
H -0.238340 -1.584225 -4.204913 0.033 0.049 0.018
H 0.742771 -3.345965 -3.340004 -0.031 0.002 0.034
H -0.469978 -5.451953 -3.575175 -0.013 0.036 0.048
H -2.242905 -6.059035 -1.950564 0.021 0.018 0.002
H -2.758907 -4.566178 -0.086255 0.009 0.024 -0.045
H -3.546140 -3.075850 1.206554 -0.090 -0.037 0.011
H -3.740218 -0.159307 2.085638 -0.072 0.003 -0.017
H -3.395239 -1.536935 3.132414 0.025 0.062 -0.038
H -4.963144 -1.387494 2.349105 0.026 -0.021 0.024
H -3.904901 -2.150134 -1.158811 0.015 0.018 0.043
H -4.444324 -0.655661 -0.383200 -0.088 -0.100 0.052
H -5.284212 -2.160057 -0.059592 0.056 -0.012 -0.010
H -0.782632 -2.292546 2.985430 0.042 -0.027 0.055
H 0.009750 -4.625662 1.172204 0.016 0.027 0.062
H 0.773361 -4.144338 2.691307 -0.025 0.015 -0.049
H 0.960492 -3.158850 1.227075 0.077 0.072 -0.071
H -2.280709 -4.787098 2.038637 0.020 0.023 0.032
H -2.922515 -3.564033 3.154221 0.020 -0.041 0.014
H -1.536945 -4.535765 3.607742 -0.004 -0.016 -0.027
H 2.579632 -1.885599 -3.353440 0.029 0.007 0.071
H 4.795486 -2.920604 -3.099924 -0.026 0.006 0.039
H 5.789745 -3.175747 -0.843438 -0.029 0.021 -0.008
H 4.659937 -2.243707 1.108173 -0.014 0.020 -0.068
H 2.384557 -2.593623 2.653757 -0.047 -0.097 -0.004
H 1.739066 -0.253337 4.515300 -0.009 -0.045 -0.019
H 1.532437 -1.978578 4.828907 0.024 0.052 -0.025
H 0.481864 -1.138650 3.687643 -0.042 0.023 0.006
H 4.125087 -0.430836 3.926457 -0.008 -0.005 -0.007
H 4.728318 -1.744211 2.914824 -0.001 0.014 0.019
H 3.946794 -2.096275 4.439713 0.007 0.031 -0.025
H 2.708190 1.488731 0.650041 -0.109 0.093 -0.083
H 3.498247 1.458722 3.583838 0.008 0.009 -0.016
H 1.851505 1.809520 3.073551 0.043 -0.002 -0.024
H 3.186665 2.833803 2.547981 0.030 -0.032 0.005
H 5.138604 0.216406 1.987660 -0.011 0.004 0.009
H 5.094708 1.831445 1.312274 -0.012 -0.035 -0.014
H 4.884734 0.433073 0.256722 0.005 -0.036 0.017
O -1.245583 2.140944 4.063377 0.105 0.109 0.366
C -1.172124 1.698192 2.966621 0.434 -0.390 -0.361
O -0.083531 1.013450 2.494818 -0.530 0.103 0.098
C -2.267517 1.836416 1.954247 0.049 -0.003 -0.215
C -3.364905 2.663120 2.215497 0.065 -0.021 0.113
C -4.294381 2.835713 1.231547 -0.087 0.059 -0.018
C -4.121552 2.191310 -0.012043 -0.153 0.115 0.021
C -5.021483 2.380612 -1.091188 -0.060 0.035 0.103
C -4.800659 1.773426 -2.291090 0.089 -0.123 -0.094
C -3.681451 0.922559 -2.458070 -0.118 0.097 -0.116
C -2.819713 0.701536 -1.425883 0.089 0.105 -0.075
C -3.007316 1.346010 -0.190338 0.291 -0.111 0.178
N -2.085861 1.179030 0.822000 -0.155 -0.076 -0.081
H -3.427991 3.138136 3.184808 -0.012 0.012 -0.026
H -5.157901 3.473328 1.387382 0.051 -0.026 -0.017
H -5.883020 3.021279 -0.942731 0.044 -0.021 -0.006
H -5.487731 1.926560 -3.113048 0.033 0.001 0.011
H -3.514909 0.427164 -3.408002 -0.027 0.024 0.049
H -1.995679 0.017410 -1.543108 0.060 -0.049 -0.015
```
Positions in Å, forces in eV/Å.

Output
* HOMO level (spin up / spin down): -13.92 / -13.86 eV
* total energy: -92124.7247 eV
* LUMO level (spin up / spin down): -0.265 / -0.252 Ha
* <S²>: 0.801
* orbital gap (spin up / spin down): 0.246 / 0.257 hartree
* strongest force on any atom: 1.28 eV/A
* spin multiplicity: 2
* net charge: +2

=====

[2]
Entry from the OMol25 dataset: a structure of composition C46H62O2SeTeW in a non-equilibrium geometry (the ωB97M-V functional and the def2-TZVPD basis).

```
113
Properties=species:S:1:pos:R:3:forces:R:3
W 1.682428 -0.354843 0.473262 0.777 0.080 0.913
C -0.939905 -4.210889 2.335914 0.066 -0.106 0.110
C 0.348528 -3.540510 2.856786 -0.265 0.169 0.004
C 0.106690 -2.506523 3.968124 0.045 -0.223 0.027
C 1.306187 -3.114102 1.808299 -0.101 -0.210 -0.213
C 2.179999 -2.016559 2.010337 0.213 -0.183 -0.317
C 3.337524 -1.866746 1.171173 0.335 -0.654 0.064
C 3.566997 -2.744364 0.104032 -0.089 -0.122 -0.166
C 4.847535 -2.739395 -0.627642 0.027 -0.083 -0.103
C 2.564898 -3.750669 -0.189472 0.397 0.130 -0.126
C 1.495267 -3.922289 0.612902 -0.261 0.009 0.374
H -1.531207 -4.528564 3.192786 0.007 0.005 -0.012
H -0.748370 -5.106981 1.744886 0.004 0.072 0.047
H -1.552856 -3.528328 1.750119 -0.014 0.022 -0.003
H 0.941415 -4.360262 3.318628 0.038 -0.021 -0.045
H -0.239202 -1.550611 3.573159 -0.050 0.075 -0.034
H 0.991886 -2.329686 4.583925 -0.040 -0.019 -0.063
H -0.666417 -2.877435 4.638895 0.027 -0.001 -0.015
H 2.249099 -1.614248 3.010429 -0.163 0.300 0.166
H 4.212975 -1.404040 1.587155 0.086 0.366 -0.003
H 5.500394 -3.480761 -0.138214 -0.027 0.018 -0.033
H 5.357602 -1.779530 -0.575986 0.047 0.015 0.019
H 4.738113 -3.058759 -1.664623 0.021 -0.006 0.071
H 2.718473 -4.420805 -1.029767 0.065 0.090 0.032
H 0.813893 -4.740443 0.411514 -0.027 0.101 0.063
C -5.264625 2.871495 0.744497 0.042 -0.016 -0.014
C -4.191206 3.187820 1.808424 -0.035 0.009 -0.066
C -4.154499 4.701009 2.054568 -0.022 -0.014 0.022
C -4.543126 2.465767 3.118321 0.031 0.017 0.029
C -2.858423 2.681555 1.277837 0.007 -0.011 -0.084
C -2.556747 1.308101 1.305696 -0.115 0.112 -0.044
C -1.344364 0.910693 0.807146 0.070 -0.246 0.028
Se -0.849459 -0.935458 0.838195 -0.198 0.175 0.184
C -0.976632 -1.496157 -1.029474 0.393 0.089 0.207
C -2.168164 -1.896051 -1.553470 -0.157 0.096 -0.028
C -2.199614 -2.307273 -2.903075 0.105 0.070 -0.091
C -1.018608 -2.218822 -3.645145 -0.141 -0.038 0.076
C 0.223109 -1.811625 -3.141552 0.136 0.046 -0.017
C 0.210480 -1.512499 -1.782074 -0.331 0.127 0.027
O 1.341937 -1.195361 -1.032146 -0.088 -0.738 -1.055
C 1.443925 -1.588829 -4.047211 -0.035 0.010 0.059
C 1.703669 -0.069793 -4.100044 -0.024 -0.081 -0.118
C 2.682347 -2.310391 -3.495458 -0.048 -0.108 -0.081
C 1.197067 -2.088108 -5.474970 -0.077 -0.069 0.030
C -3.507443 -2.810809 -3.488781 -0.024 -0.019 0.012
C -4.552904 -1.682465 -3.417572 0.038 0.079 0.030
C -3.982905 -4.006805 -2.639215 0.042 -0.019 -0.022
C -3.344513 -3.257798 -4.942767 -0.048 -0.016 0.007
C -0.398219 1.789669 0.277899 -0.137 -0.100 0.136
O 0.829918 1.191275 -0.011007 -0.427 0.678 -0.307
C -0.699514 3.140611 0.126421 0.147 0.124 -0.292
C -1.929476 3.529199 0.674417 -0.061 -0.037 0.033
C 0.159471 4.123119 -0.682963 -0.041 -0.014 -0.003
C 0.191204 3.607615 -2.135037 -0.022 -0.008 -0.022
C 1.591953 4.192441 -0.143719 -0.095 0.200 -0.009
C -0.424923 5.541296 -0.685823 0.018 -0.020 0.053
H -6.239592 3.208305 1.101676 0.054 -0.020 -0.010
H -5.054604 3.383737 -0.198048 -0.009 -0.023 0.064
H -5.332411 1.796871 0.547047 -0.005 0.070 0.030
H -5.087405 5.005385 2.527999 0.022 -0.004 -0.002
H -3.335696 4.986909 2.721679 -0.063 -0.012 -0.031
H -4.076705 5.274217 1.127355 0.009 -0.045 0.049
H -5.440031 2.917028 3.541839 0.015 -0.030 0.003
H -4.767722 1.406012 2.967745 0.028 0.072 0.009
H -3.742054 2.558566 3.858026 -0.070 0.007 -0.036
H -3.265842 0.585706 1.689581 -0.006 0.049 0.030
H -3.073216 -1.885964 -0.955064 0.033 -0.075 -0.052
H -1.065530 -2.485327 -4.688498 0.010 0.000 -0.026
H 1.957852 0.331455 -3.118198 0.039 0.073 0.148
H 2.539326 0.137683 -4.771502 -0.045 -0.018 0.031
H 0.830418 0.469497 -4.473587 0.043 -0.044 0.004
H 3.033336 -1.876333 -2.559138 -0.034 0.040 0.046
H 2.490050 -3.380093 -3.355639 0.016 0.089 -0.030
H 3.498203 -2.214450 -4.212987 -0.004 -0.012 0.008
H 0.392748 -1.541125 -5.970872 0.031 -0.030 0.039
H 2.099573 -1.931657 -6.066571 -0.026 0.005 0.033
H 0.968869 -3.156979 -5.500607 0.011 0.065 -0.012
H -4.752081 -1.362532 -2.389747 0.007 -0.043 -0.074
H -4.235870 -0.810667 -3.995120 -0.024 -0.048 0.014
H -5.495296 -2.038958 -3.835448 0.040 0.008 0.019
H -4.174707 -3.730354 -1.597447 0.009 -0.018 -0.099
H -4.918519 -4.386394 -3.051093 0.030 0.005 0.022
H -3.252432 -4.820377 -2.658751 -0.059 0.037 0.004
H -3.080549 -2.429054 -5.605773 0.004 -0.044 0.058
H -2.603645 -4.055406 -5.047595 -0.051 0.038 -0.002
H -4.296395 -3.653799 -5.293849 0.011 -0.007 -0.023
H -2.180887 4.575217 0.619039 0.007 0.040 -0.024
H 0.611477 2.598241 -2.199284 -0.009 0.041 -0.010
H -0.812578 3.591037 -2.566667 0.070 -0.003 0.033
H 0.807675 4.269994 -2.746997 -0.043 -0.037 0.039
H 2.115009 3.262396 -0.346187 0.029 -0.124 -0.055
H 2.143966 4.975024 -0.665564 -0.014 0.007 0.018
H 1.624745 4.422688 0.924538 -0.008 0.008 0.005
H -1.428060 5.575275 -1.116351 0.061 -0.019 0.035
H -0.449078 5.980780 0.315261 -0.017 -0.025 -0.068
H 0.207821 6.176756 -1.307423 -0.023 -0.030 0.043
C 2.249381 1.606223 2.367207 0.181 0.266 -0.160
Te 3.746521 1.564985 0.809136 -0.204 -0.072 0.344
C 5.048743 0.972182 2.415252 -0.099 0.114 -0.189
C 4.373307 1.512229 3.649193 0.039 -0.040 0.131
C 5.113172 1.764829 4.794986 0.041 -0.038 0.112
C 4.470207 2.226255 5.938793 0.010 0.009 -0.005
C 3.097919 2.453637 5.938689 -0.004 0.009 0.008
C 2.357169 2.232043 4.787874 0.024 -0.029 0.011
C 2.999137 1.761480 3.643311 0.060 -0.071 0.102
H 1.633941 0.633181 2.378173 -0.180 -0.098 0.008
H 1.529041 2.392037 2.158417 -0.133 -0.018 -0.025
H 6.012054 1.431141 2.204152 0.069 0.053 -0.003
H 5.176124 -0.104054 2.422121 0.124 -0.117 0.066
H 6.187459 1.610540 4.803030 -0.087 0.016 0.004
H 5.050516 2.430076 6.829794 -0.017 -0.009 -0.023
H 2.609941 2.832608 6.828123 0.037 -0.023 -0.037
H 1.293520 2.445179 4.775418 0.053 0.004 -0.004
```
Positions in Å, forces in eV/Å.

Output
* HOMO level: -18.69 eV
* total energy: -127226.6988 eV
* LUMO level: -0.527 Ha
* orbital gap: 0.160 hartree
* strongest force on any atom: 1.29 eV/A
* net charge: +4